(1)
82
Properties=species:S:1:pos:R:3:lowdin_charge:R:1 method="wB97M-V/def2-TZVPD" total_charge=0 fmax_ev_per_a=0.9 e_lumo_ev=-0.51 smiles="CCCc1ccc(CN)c2c1C(=O)NC2=O.C[C@@H]1COC(=O)O1.C[C@@H]1COC(=O)O1.C[C@@H]1COC(=O)O1.C[C@@H]1COC(=O)O1" homo_ev=-9.24
C -6.827 -0.623 -0.898 -0.0878
C -6.186 -1.602 0.110 -0.2172
C -5.011 -2.402 -0.489 -0.1445
C -4.007 -1.484 -1.141 -0.1632
C -3.914 -1.408 -2.536 -0.0086
C -3.033 -0.552 -3.163 0.0022
C -2.196 0.275 -2.415 -0.1531
C -1.255 1.237 -3.102 -0.2062
N -1.935 2.515 -3.389 0.0241
C -2.263 0.186 -1.033 -0.0464
C -3.147 -0.684 -0.397 -0.0547
C -2.941 -0.580 1.069 -0.3919
O -3.516 -1.118 1.965 0.1341
N -1.881 0.339 1.272 0.1755
C -1.508 0.914 0.022 -0.3687
O -0.754 1.831 -0.068 0.1414
H -6.519 0.394 -0.680 0.0721
H -7.908 -0.643 -0.817 0.0657
H -6.549 -0.845 -1.923 0.0595
H -5.768 -1.007 0.909 0.0878
H -6.950 -2.270 0.491 0.1037
H -5.400 -3.108 -1.218 0.1138
H -4.506 -2.925 0.318 0.1079
H -4.574 -2.045 -3.106 0.1180
H -3.023 -0.534 -4.242 0.1243
H -0.971 0.775 -4.044 0.1118
H -0.387 1.390 -2.472 0.0987
H -1.890 2.744 -4.368 0.0582
H -2.900 2.486 -3.097 0.0637
H -1.051 -0.088 1.672 0.1419
C 0.100 2.067 3.456 -0.0187
C 1.428 2.254 4.141 -0.3166
C 2.577 1.500 3.513 -0.0948
O 3.442 1.266 4.632 0.0571
C 2.670 1.251 5.751 -0.5659
O 3.046 0.895 6.820 0.1625
O 1.422 1.691 5.471 0.0900
H 0.161 2.349 2.405 0.0800
H -0.227 1.030 3.534 0.0766
H -0.665 2.680 3.930 0.0933
H 1.664 3.317 4.230 0.1411
H 3.095 2.069 2.745 0.1369
H 2.269 0.533 3.104 0.1340
C 0.474 -5.476 0.134 -0.0138
C 0.433 -4.021 -0.259 -0.3132
C -0.906 -3.346 -0.069 -0.0739
O -0.889 -2.330 -1.087 0.0477
C -0.077 -2.771 -2.077 -0.5463
O 0.017 -2.267 -3.151 0.1664
O 0.621 -3.861 -1.681 0.0651
H 0.176 -5.599 1.175 0.0949
H -0.193 -6.062 -0.500 0.0949
H 1.478 -5.880 0.013 0.0901
H 1.229 -3.468 0.247 0.1615
H -1.026 -2.895 0.914 0.1385
H -1.747 -4.017 -0.261 0.1457
C 3.487 -2.746 -5.591 -0.0190
C 3.542 -4.102 -4.935 -0.3247
C 3.520 -4.077 -3.425 -0.0913
O 4.248 -5.267 -3.089 0.0605
C 5.096 -5.534 -4.114 -0.5644
O 5.970 -6.336 -4.076 0.1659
O 4.802 -4.756 -5.185 0.0826
H 2.599 -2.204 -5.265 0.0874
H 4.375 -2.165 -5.343 0.0921
H 3.454 -2.845 -6.676 0.0862
H 2.750 -4.747 -5.324 0.1599
H 2.516 -4.112 -3.015 0.1139
H 4.051 -3.215 -3.012 0.1431
C 4.515 6.442 3.918 -0.0209
C 3.178 6.793 3.314 -0.3280
C 2.523 8.030 3.887 -0.0910
O 1.128 7.746 3.717 0.0688
C 0.980 6.400 3.708 -0.5598
O -0.057 5.827 3.775 0.1712
O 2.190 5.791 3.617 0.0633
H 5.211 7.275 3.818 0.0915
H 4.404 6.194 4.974 0.0940
H 4.945 5.572 3.423 0.0859
H 3.257 6.862 2.225 0.1586
H 2.790 8.943 3.360 0.1387
H 2.726 8.154 4.954 0.1404

=====

(2)
20
Properties=species:S:1:pos:R:3:lowdin_charge:R:1 method="wB97M-V/def2-TZVPD" total_charge=-1 relative_energy_kcal_mol=144.32 fmax_ev_per_a=5.3 e_lumo_ev=3.48 homo_ev=-3.30
C 2.410 0.330 -1.995 -0.3749
C 2.327 1.008 0.625 -0.2038
C 1.384 1.179 1.661 -0.2030
C 2.187 0.566 -0.691 -0.0265
C 0.134 -0.471 -0.326 -0.1381
C -2.147 -0.755 1.176 -0.7019
C -0.023 0.932 1.648 -0.1855
C -1.477 -1.265 -1.909 -0.1219
N 2.664 0.205 -3.127 0.0731
N -0.568 -0.227 0.696 0.0536
O -2.761 0.213 1.409 0.0817
O -2.126 -1.943 1.135 0.0629
O -0.198 -1.080 -1.446 -0.0791
H 3.266 1.526 0.757 0.0812
H 1.921 1.265 2.705 0.1018
H -0.479 0.779 2.721 0.1358
H -0.770 1.628 1.071 0.1372
H -1.530 -1.469 -3.030 0.1044
H -2.145 -0.362 -1.756 0.1042
H -2.070 -2.057 -1.324 0.0988

=====

(3)
22
Properties=species:S:1:pos:R:3:lowdin_charge:R:1 method="wB97M-V/def2-TZVPD" total_charge=0 relative_energy_kcal_mol=0.00 fmax_ev_per_a=6.5 e_lumo_ev=0.59 smiles="C[C@]1(O)C[P@@](C)(=O)C[C@H]1Cl" homo_ev=-9.39
C 0.588 1.292 -0.980 -0.1441
C -0.574 -1.008 0.149 -0.1477
C 1.236 0.499 0.620 -0.5502
C 0.010 -0.025 1.167 -0.7108
C 0.387 -0.645 2.516 -0.0400
C -0.668 -0.687 -2.932 -0.1390
O -2.115 0.848 -1.206 -0.3446
O -1.025 0.963 1.237 -0.0397
P -0.833 0.155 -1.273 0.6233
Cl 1.998 1.820 1.566 0.6201
H 0.275 2.359 -0.854 0.0829
H 1.297 1.311 -1.861 0.0711
H 0.022 -1.885 -0.038 0.0971
H -1.495 -1.415 0.491 0.0974
H 2.063 -0.137 0.333 0.0962
H 1.062 -1.413 2.399 0.0577
H -0.368 -1.111 3.148 0.0944
H 0.898 0.078 3.182 0.0706
H 0.002 -1.479 -3.027 0.0145
H -1.581 -0.800 -3.449 0.0331
H -0.004 0.095 -3.357 0.0394
H -1.174 1.186 2.168 0.1182

=====

(4)
36
Properties=species:S:1:pos:R:3:lowdin_charge:R:1 method="wB97M-V/def2-TZVPD" total_charge=+1 fmax_ev_per_a=1.4 e_lumo_ev="-3.42 / -3.18" multiplicity=2 homo_ev="-11.25 / -11.41"
Mn 0.026 -1.366 -0.783 0.9187
C 2.964 -0.654 -0.955 -0.0111
O 1.998 -1.616 -0.474 -0.2806
C 2.289 -2.191 0.823 -0.1127
C 1.143 -1.829 1.721 -0.1147
O -0.011 -2.252 0.974 -0.2125
C -1.290 -2.287 1.641 -0.0871
C -2.233 -1.477 0.788 -0.1420
O -1.945 -1.832 -0.581 -0.2643
C -2.885 -1.235 -1.510 -0.0120
H 3.927 -1.145 -1.084 0.1079
H 2.606 -0.289 -1.913 0.1017
H 3.042 0.174 -0.251 0.1108
H 2.351 -3.270 0.686 0.1466
H 3.237 -1.821 1.207 0.1473
H 1.201 -2.344 2.680 0.1528
H 1.078 -0.750 1.876 0.1429
H -1.585 -3.331 1.725 0.1471
H -1.225 -1.845 2.635 0.1499
H -3.274 -1.705 1.018 0.1478
H -2.052 -0.410 0.917 0.1315
H -3.899 -1.377 -1.139 0.1050
H -2.672 -0.172 -1.619 0.1037
H -2.768 -1.753 -2.456 0.1055
F 0.119 5.775 -0.719 0.1425
C 0.059 4.453 -0.610 -0.1398
C 0.170 3.656 -1.737 -0.1405
F 0.332 4.214 -2.931 0.1418
C 0.111 2.280 -1.614 -0.1416
F 0.223 1.510 -2.710 0.0974
C -0.061 1.660 -0.381 -0.2432
O -0.126 0.345 -0.247 -0.1686
C -0.172 2.484 0.734 -0.1365
F -0.340 1.921 1.942 0.1030
C -0.114 3.862 0.630 -0.1392
F -0.223 4.617 1.717 0.1424

=====

(5)
46
Properties=species:S:1:pos:R:3:lowdin_charge:R:1 method="wB97M-V/def2-TZVPD" total_charge=+2 fmax_ev_per_a=2.8 e_lumo_ev="-10.76 / -10.78" multiplicity=2 homo_ev="-15.66 / -15.24"
N -1.775 -0.589 1.264 -0.4623
C -3.595 -2.646 1.597 -0.0470
O -4.584 -2.410 2.129 -0.0190
Hg -3.524 0.719 2.117 1.1073
Nb -0.086 0.071 1.173 1.6119
N -0.217 1.940 0.323 -0.2288
N 1.067 -1.146 -0.091 -0.1028
C -0.617 2.307 -1.044 -0.6614
C 0.712 -2.325 -0.904 -0.6405
C -0.859 3.813 -1.145 -0.0375
C 0.492 1.885 -2.009 -0.0299
C -1.907 1.569 -1.397 -0.0630
C 0.292 -3.450 0.039 -0.0113
C 1.882 -2.791 -1.773 -0.0287
C -0.466 -1.972 -1.798 -0.0405
H -1.451 4.156 -0.292 0.0965
H -1.431 4.035 -2.050 0.1044
H 0.077 4.379 -1.194 0.0948
H 1.428 2.414 -1.810 0.0924
H 0.201 2.102 -3.041 0.1079
H 0.719 0.809 -1.945 0.0540
H -1.815 0.483 -1.233 0.0332
H -2.188 1.752 -2.445 0.1098
H -2.716 1.943 -0.757 0.0617
H 1.102 -3.679 0.740 0.0981
H 0.054 -4.355 -0.527 0.1179
H -0.585 -3.167 0.632 0.0618
H 2.699 -3.191 -1.166 0.0924
H 2.266 -1.974 -2.391 0.0989
H 1.564 -3.591 -2.452 0.1130
H -0.742 -2.832 -2.418 0.1146
H -0.208 -1.148 -2.470 0.0830
H -1.339 -1.678 -1.210 0.0536
C 0.754 2.804 1.008 -0.1295
H 0.708 2.674 2.098 0.0763
H 1.804 2.637 0.689 0.1001
H 0.520 3.870 0.856 0.0911
C 2.487 -0.934 0.210 -0.0749
H 2.589 -0.180 1.002 0.0741
H 2.997 -1.853 0.558 0.1232
H 3.072 -0.544 -0.645 0.1266
C 0.117 0.017 4.412 -0.1227
O 0.397 0.122 3.018 -0.4840
H -0.857 0.469 4.680 0.0785
H 0.941 0.528 4.960 0.1072
H 0.023 -1.048 4.703 0.0995

=====

(6)
17
Properties=species:S:1:pos:R:3:lowdin_charge:R:1 method="wB97M-V/def2-TZVPD" total_charge=0 relative_energy_kcal_mol=73.99 fmax_ev_per_a=0.6 e_lumo_ev=0.92 homo_ev=-8.50
C 1.193 -1.522 -0.198 -0.0530
C 0.401 -0.304 -0.667 -0.3500
N -0.991 -0.691 -0.965 -0.1093
C -1.904 -0.025 -1.637 0.0011
C 0.484 0.780 0.397 -0.3030
C -0.597 1.726 0.743 -0.1400
N -0.235 0.641 1.660 0.0318
H 1.244 -2.301 -0.964 0.0827
H 0.739 -1.943 0.708 0.0845
H 2.213 -1.224 0.060 0.0848
H 0.830 0.084 -1.599 0.1446
H -1.263 -1.597 -0.593 0.1104
H -1.393 0.909 -1.971 0.0026
H 1.509 1.129 0.524 0.1373
H -0.332 2.720 1.096 0.1017
H -1.554 1.663 0.227 0.0866
H -0.932 -0.099 1.579 0.0872

=====

(7)
26
Properties=species:S:1:pos:R:3:lowdin_charge:R:1 method="wB97M-V/def2-TZVPD" total_charge=0 relative_energy_kcal_mol=133.71 fmax_ev_per_a=5.3 e_lumo_ev="0.56 / 0.57" homo_ev="-6.85 / -6.85"
C -1.413 -0.334 -0.158 -0.2547
C -1.969 0.877 -0.023 -0.2465
C -3.466 -0.573 0.022 -0.4221
C -0.036 -0.094 -0.395 0.1199
C 0.268 1.250 -0.392 -0.2588
C -0.977 1.959 -0.025 -0.0836
C 1.614 1.811 -0.201 -0.1417
C 2.349 -0.495 -0.090 -0.3099
C 2.262 -1.008 1.324 -0.0318
C 2.848 -1.445 -1.174 -0.0261
N -3.327 0.755 0.191 0.1788
N -4.764 -1.082 0.033 0.1453
O -2.347 -1.271 -0.037 0.1697
O 2.608 0.802 -0.453 -0.0743
H -1.311 2.584 -0.769 0.1087
H -0.943 2.538 0.838 0.1186
H 1.740 2.544 -1.054 0.1474
H 1.645 2.192 0.912 0.1633
H 1.500 -0.627 1.961 0.0671
H 3.205 -0.803 1.655 0.0498
H 1.984 -2.165 1.341 0.1443
H 3.577 -2.209 -0.840 0.0861
H 3.320 -0.832 -1.963 0.0966
H 1.959 -2.003 -1.391 0.0707
H -5.468 -0.382 0.279 0.1097
H -4.860 -1.987 0.409 0.0734

=====

(8)
77
Properties=species:S:1:pos:R:3:lowdin_charge:R:1 method="wB97M-V/def2-TZVPD" total_charge=0 relative_energy_kcal_mol=121.45 fmax_ev_per_a=1.2 e_lumo_ev="-0.78 / -0.81" multiplicity=2 homo_ev="-7.08 / -7.26"
Ru -0.016 -0.466 -0.275 0.7870
O -5.496 5.587 -0.541 -0.0153
C -4.335 5.617 -0.113 -0.6907
O -3.661 6.535 0.382 -0.0316
C -3.651 4.216 0.002 -0.0283
C -2.543 4.172 0.939 0.0111
C -1.487 3.339 1.016 -0.0481
N -1.360 2.154 0.295 0.0091
C -3.631 1.919 -0.678 -0.0001
C -4.139 3.205 -0.795 0.0562
C -2.761 0.102 -0.243 -0.2543
O -5.034 -0.088 -1.494 0.0562
O -2.113 -0.963 -0.106 -0.1371
H -2.519 5.054 1.566 0.1126
H -0.661 3.573 1.680 0.1139
H -4.993 3.442 -1.416 0.1263
N 2.036 0.204 -0.583 -0.0137
C 2.192 1.624 -0.335 -0.2580
C 3.439 2.180 -0.118 -0.0315
C 3.547 3.552 0.054 -0.0849
C 2.417 4.348 -0.032 -0.0646
C 1.169 3.777 -0.247 -0.0124
C 1.035 2.395 -0.351 -0.1362
C -0.298 1.717 -0.534 -0.2661
C -0.514 1.047 -1.781 -0.1606
C -1.676 0.754 -2.676 -0.0564
C -3.002 0.539 -2.575 0.0100
C -3.806 0.537 -1.297 -0.3754
C -2.542 1.462 0.048 -0.1241
H 2.787 -0.293 -0.106 0.0802
H 2.203 0.032 -1.574 0.1025
H 4.322 1.551 -0.089 0.1151
H 4.514 4.002 0.234 0.1058
H 2.503 5.421 0.068 0.1094
H 0.294 4.410 -0.310 0.1185
H 0.370 1.105 -2.413 0.0951
H -1.315 0.653 -3.696 0.1007
H -3.544 0.265 -3.472 0.1179
H -5.609 0.104 -0.745 0.1130
C 2.801 2.395 4.039 -0.0866
C 1.304 2.365 4.335 -0.2327
C 0.617 1.248 3.611 -0.5971
N 0.707 1.081 2.341 0.0528
N 0.016 -0.011 1.888 -0.1122
C -0.609 -0.655 2.834 -0.7052
N -1.336 -1.780 2.588 0.0978
S -0.370 0.048 4.395 1.1245
H 3.279 3.216 4.573 0.0764
H 2.974 2.530 2.972 0.0577
H 3.279 1.464 4.346 0.0792
H 0.840 3.302 4.020 0.1132
H 1.119 2.277 5.407 0.1028
H -1.758 -1.789 1.659 0.0606
H -1.930 -2.105 3.332 0.0980
Te 1.216 -2.817 0.364 1.4415
C 2.264 -2.999 -1.465 -0.5297
C 3.595 -3.400 -1.464 -0.1463
C 4.298 -3.475 -2.661 -0.0840
C 3.672 -3.154 -3.855 -0.0812
C 2.341 -2.753 -3.857 -0.0779
C 1.638 -2.670 -2.664 -0.1530
C 0.115 -4.606 0.205 -0.5189
C -1.035 -4.635 -0.577 -0.1330
C -1.766 -5.810 -0.682 -0.0771
C -1.355 -6.948 -0.002 -0.0818
C -0.215 -6.913 0.789 -0.0854
C 0.522 -5.742 0.895 -0.1449
H 4.086 -3.662 -0.535 0.0901
H 5.335 -3.785 -2.657 0.1052
H 4.219 -3.214 -4.787 0.1055
H 1.851 -2.498 -4.788 0.1073
H 0.607 -2.334 -2.662 0.0832
H -1.369 -3.740 -1.088 0.0922
H -2.661 -5.833 -1.290 0.1076
H -1.928 -7.862 -0.084 0.1048
H 0.102 -7.799 1.323 0.1046
H 1.412 -5.720 1.512 0.0906